No. 1
# C25H25N3O6S

The molecule C25H25N3O6S at a distorted geometry (ωB97M-V/def2-TZVPD, OMol25).

As for the calculated total energy: -53911.221 eV. The energy relative to the best compared isomer or geometry (same formula, charge and spin) comes out at 246.8 kcal/mol. The orbital gap comes out at 6.183 eV. Its highest occupied orbital energy is -7.01 eV.

ORCA input file:
```
! wB97M-V def2-TZVPD RIJCOSX def2/J DEFGRID3
* xyz 0 1
C -0.32 -3.01 -5.27
C -1.70 -2.96 -4.97
C -2.19 -1.94 -4.15
C -1.32 -0.99 -3.59
C -1.83 0.03 -2.62
O -0.99 -0.09 -1.44
C -1.40 0.73 -0.49
N -0.61 0.82 0.72
N 0.79 0.75 0.56
C 1.17 -0.12 1.72
O 1.16 0.35 2.87
O 1.58 -1.39 1.49
C 1.95 -1.98 2.81
C 2.18 -3.45 2.68
C 1.70 -4.35 3.66
C 1.90 -5.72 3.49
C 2.63 -6.20 2.39
C 3.16 -5.29 1.47
C 2.95 -3.92 1.62
O -2.46 1.32 -0.40
C 0.03 -1.02 -3.92
C 0.54 -2.03 -4.76
H 0.07 -3.81 -5.90
H -2.37 -3.72 -5.38
H -3.25 -1.89 -3.91
H -1.70 1.06 -3.00
H -2.87 -0.16 -2.34
H 2.84 -1.45 3.17
H 1.18 -1.79 3.57
H 1.15 -3.95 4.51
H 1.50 -6.42 4.23
H 2.83 -7.26 2.29
H 3.74 -5.64 0.61
H 3.34 -3.20 0.89
H 0.70 -0.26 -3.51
H 1.60 -2.04 -5.00
C -1.53 1.02 3.56
S -0.99 2.45 2.62
C 0.33 3.08 3.69
C 0.08 2.07 0.98
C -0.29 3.20 0.04
C 0.54 3.58 -1.02
C 0.09 4.43 -2.03
C -1.21 4.96 -1.91
N -1.93 5.31 -3.12
O -3.15 5.60 -3.01
O -1.33 5.25 -4.22
C -1.97 4.83 -0.73
C -1.47 3.98 0.25
H -2.33 0.53 2.99
H -0.67 0.37 3.66
H -1.91 1.36 4.53
H 0.59 4.09 3.37
H -0.02 3.10 4.73
H 1.16 2.39 3.57
H 1.08 2.28 1.44
H 1.55 3.18 -1.09
H 0.68 4.66 -2.91
H -2.92 5.34 -0.61
H -2.07 3.91 1.16
*
```

=====

No. 2
# C25H25NOTc

A structure of composition C25H25NOTc at a distorted geometry (ωB97M-V/def2-TZVPD, OMol25).

As for the calculated total energy: -32054.867 eV. The energy relative to the best compared isomer or geometry (same formula, charge and spin) comes out at 279.3 kcal/mol. The orbital gap (spin up / spin down) comes out at 5.984 / 5.515 eV. Its highest occupied orbital energy (spin up / spin down) is -6.31 / -6.30 eV.

ORCA input file:
```
! wB97M-V def2-TZVPD RIJCOSX def2/J DEFGRID3
* xyz 0 2
Tc -0.01 0.10 0.30
C 0.19 2.30 1.65
C -0.26 1.36 2.58
C -1.57 0.94 2.22
C -1.98 1.61 1.07
C -0.83 2.48 0.69
C -0.71 3.51 -0.48
C -3.36 1.41 0.46
C -2.39 -0.09 2.94
C 0.46 0.86 3.79
C 1.53 2.97 1.62
H 0.25 3.34 -0.97
H -0.76 4.53 -0.08
H -1.85 3.47 -1.61
H -3.50 0.37 0.18
H -3.55 2.01 -0.42
H -4.12 1.68 1.19
H -2.11 -1.10 2.65
H -3.46 0.03 2.73
H -2.26 0.00 4.02
H 0.55 -0.22 3.76
H -0.08 1.14 4.70
H 1.46 1.28 3.85
H 2.15 2.64 2.46
H 1.44 4.06 1.69
H 2.07 2.73 0.71
C 1.84 -3.85 -1.06
C 1.67 -3.89 -2.44
C 1.03 -2.85 -3.06
C 0.57 -1.76 -2.29
C 0.74 -1.69 -0.89
C 1.39 -2.78 -0.31
C -0.10 -0.63 -2.85
C -0.30 -0.54 -4.24
C -0.91 0.52 -4.80
C -1.37 1.55 -3.95
C -2.04 2.62 -4.54
C -2.63 3.66 -3.84
C -2.60 3.74 -2.49
C -1.63 2.33 -1.63
C -1.15 1.38 -2.56
N -0.51 0.34 -1.95
H 2.34 -4.68 -0.57
H 2.04 -4.74 -3.01
H 0.89 -2.87 -4.14
H 1.56 -2.82 0.76
H 0.06 -1.35 -4.86
H -1.06 0.59 -5.87
H -2.13 2.61 -5.62
H -3.15 4.45 -4.38
H -3.05 4.53 -1.90
H -1.52 2.17 -0.54
O 1.00 -0.82 1.26
*
```

=====

No. 3
# C25H26AsF9N5O2STa

A structure of composition C25H26AsF9N5O2STa (ωB97M-V/def2-TZVPD, OMol25).

As for the calculated total energy: -135554.063 eV. The energy relative to the best compared isomer or geometry (same formula, charge and spin) comes out at 0.0 kcal/mol. The orbital gap (spin up / spin down) comes out at 5.417 / 4.392 eV. Its highest occupied orbital energy (spin up / spin down) is -16.33 / -16.33 eV.

ORCA input file:
```
! wB97M-V def2-TZVPD RIJCOSX def2/J DEFGRID3
* xyz 3 2
Ta 0.65 1.58 1.07
F 5.68 1.89 2.61
C 5.11 1.23 3.62
F 5.05 -0.07 3.28
F 5.84 1.36 4.70
C 3.70 1.75 3.84
C 3.29 2.33 5.04
C 1.98 2.79 5.18
C 1.10 2.66 4.13
N 1.51 2.13 2.97
C 2.76 1.67 2.84
S 2.91 0.95 1.21
H 3.99 2.42 5.85
H 1.65 3.23 6.11
H 0.07 2.99 4.19
O -0.42 0.46 2.43
C -0.70 -0.47 1.57
N -1.40 -1.55 1.61
C -1.36 -2.24 0.27
C -0.50 -1.23 -0.51
O -0.19 -1.29 -1.67
N -0.11 -0.19 0.36
C -2.78 -2.32 -0.28
C -3.38 -1.16 -0.77
C -4.70 -1.19 -1.20
C -5.41 -2.38 -1.15
C -4.81 -3.53 -0.65
C -3.49 -3.50 -0.22
C -0.58 -3.55 0.35
C 0.03 -3.97 1.52
C 0.75 -5.16 1.53
C 0.86 -5.92 0.38
C 0.25 -5.49 -0.79
C -0.48 -4.31 -0.81
H -1.92 -1.89 2.41
H -2.84 -0.22 -0.81
H -5.17 -0.29 -1.58
H -6.44 -2.41 -1.49
H -5.37 -4.45 -0.61
H -3.04 -4.41 0.16
H -0.03 -3.40 2.44
H 1.23 -5.49 2.45
H 1.41 -6.85 0.39
H 0.32 -6.09 -1.69
H -0.98 -4.00 -1.72
C 1.50 1.01 -4.56
C 0.45 1.75 -3.66
C 0.66 3.25 -3.67
C -0.97 1.33 -4.09
N 0.68 1.15 -2.36
N 1.40 1.74 -1.34
H 1.34 1.40 -5.56
H 1.35 -0.06 -4.57
H 2.52 1.25 -4.25
H 0.41 3.62 -4.67
H 1.70 3.54 -3.49
H 0.00 3.76 -2.97
H -1.10 1.60 -5.14
H -1.72 1.86 -3.50
H -1.12 0.26 -4.00
H 0.46 0.12 -2.20
H 1.47 2.75 -1.53
H 2.36 1.36 -1.33
F 0.96 3.53 0.64
As -0.96 4.19 0.61
F -0.96 2.51 -0.20
F -0.87 3.05 2.00
F -2.60 4.33 0.62
F -0.45 5.45 1.56
F -0.57 4.84 -0.88
*
```

=====

No. 4
# C25H26BrF4N2OPSTi

A structure of composition C25H26BrF4N2OPSTi (ωB97M-V/def2-TZVPD, OMol25).

As for the calculated total energy: -155496.732 eV. The energy relative to the best compared isomer or geometry (same formula, charge and spin) comes out at 76.6 kcal/mol. The orbital gap (spin up / spin down) comes out at 6.644 / 5.386 eV. Its highest occupied orbital energy (spin up / spin down) is -17.08 / -17.08 eV.

ORCA input file:
```
! wB97M-V def2-TZVPD RIJCOSX def2/J DEFGRID3
* xyz 3 2
Ti -0.32 0.41 0.21
F -1.40 -4.60 5.14
C -1.37 -4.01 3.97
C -2.16 -4.48 2.93
F -2.94 -5.51 3.11
C -2.11 -3.84 1.70
F -2.86 -4.28 0.70
C -1.29 -2.74 1.48
P -1.27 -1.91 -0.12
C -0.67 -3.00 -1.40
C 0.06 -4.14 -1.07
C 0.54 -4.96 -2.08
C 0.30 -4.64 -3.40
C -0.42 -3.49 -3.73
C -0.91 -2.67 -2.74
C -2.87 -1.21 -0.49
C -3.09 0.07 0.04
C -4.28 0.75 -0.16
C -5.27 0.14 -0.91
C -5.07 -1.13 -1.46
C -3.87 -1.80 -1.26
C -0.51 -2.30 2.54
Br 0.68 -0.80 2.36
C -0.54 -2.91 3.77
F 0.21 -2.47 4.77
H 0.25 -4.40 -0.03
H 1.10 -5.85 -1.83
H 0.66 -5.29 -4.19
H -0.62 -3.26 -4.77
H -1.48 -1.79 -2.99
H -2.39 0.55 0.75
H -4.45 1.72 0.29
H -6.22 0.64 -1.07
H -5.85 -1.59 -2.04
H -3.72 -2.79 -1.68
C 1.89 3.88 2.95
C 1.65 2.63 2.13
S -0.08 2.58 1.50
O 1.05 0.70 -0.88
C -0.03 3.92 0.25
C -0.59 3.66 -1.14
H 2.92 3.86 3.32
H 1.22 3.92 3.81
H 1.77 4.79 2.37
H 1.75 1.74 2.75
H 2.31 2.53 1.27
H 1.00 4.28 0.24
H -0.63 4.72 0.68
H -0.56 4.60 -1.69
H -1.66 3.44 -1.06
H -0.70 2.52 -2.92
C 1.86 1.68 -3.42
N 1.29 2.73 -2.61
C 1.90 4.03 -2.69
C -0.04 2.54 -2.03
N -0.17 1.22 -1.44
H 1.93 2.04 -4.45
H 1.27 0.77 -3.37
H 2.89 1.49 -3.08
H 1.29 4.68 -3.33
H 2.89 3.94 -3.12
H 1.94 4.49 -1.70
*
```

=====

No. 5
# C25H26EuN2S6

A structure of composition C25H26EuN2S6 at a distorted geometry (ωB97M-V/def2-TZVPD, OMol25).

As for the calculated total energy: -113664.177 eV. The energy relative to the best compared isomer or geometry (same formula, charge and spin) comes out at 21.3 kcal/mol. The orbital gap (spin up / spin down) comes out at 5.478 / 4.083 eV. Its highest occupied orbital energy (spin up / spin down) is -10.13 / -9.21 eV.

ORCA input file:
```
! wB97M-V def2-TZVPD RIJCOSX def2/J DEFGRID3
* xyz 1 7
Eu 1.17 0.36 -2.41
C 3.75 -0.49 -5.14
C 2.38 -0.95 -4.74
C 2.21 -1.99 -3.81
C 0.93 -2.45 -3.48
C -0.19 -1.87 -4.05
C -0.04 -0.83 -4.96
C 1.23 -0.37 -5.30
H 4.07 -1.02 -6.04
H 4.49 -0.68 -4.37
H 3.76 0.58 -5.38
H 3.08 -2.45 -3.36
H 0.83 -3.25 -2.76
H -1.18 -2.23 -3.79
H -0.91 -0.37 -5.41
H 1.34 0.44 -6.00
S 2.05 2.54 -3.78
S 0.72 3.80 -2.87
S 1.17 3.90 -0.87
S 1.31 2.09 -0.15
S -1.34 -0.30 -1.49
C -0.95 -0.21 0.19
N -1.78 0.43 1.03
C -1.40 0.65 2.41
C -0.66 -0.56 2.92
N 0.46 -0.84 2.04
C 1.76 -1.14 2.63
C 2.66 0.08 2.60
C 2.31 1.22 3.31
C 3.09 2.36 3.26
C 4.25 2.37 2.49
C 4.62 1.23 1.79
C 3.83 0.09 1.84
C 0.28 -0.77 0.71
S 1.52 -1.38 -0.33
C -3.07 0.99 0.64
C -4.20 0.20 1.26
C -5.08 0.80 2.16
C -6.11 0.06 2.73
C -6.25 -1.29 2.42
C -5.37 -1.89 1.53
C -4.35 -1.15 0.95
H -2.31 0.82 2.99
H -0.76 1.54 2.48
H -1.33 -1.43 2.96
H -0.28 -0.38 3.93
H 2.22 -1.98 2.12
H 1.57 -1.45 3.66
H 1.41 1.22 3.93
H 2.81 3.24 3.82
H 4.87 3.25 2.45
H 5.53 1.23 1.20
H 4.11 -0.79 1.29
H -3.13 0.99 -0.44
H -3.11 2.03 0.98
H -4.97 1.85 2.40
H -6.79 0.53 3.42
H -7.05 -1.86 2.86
H -5.48 -2.93 1.27
H -3.67 -1.61 0.25
*
```

=====

No. 6
# C25H26F3N3O

A cluster of 2 separate species, C25H26F3N3O in total at a distorted geometry (ωB97M-V/def2-TZVPD, OMol25).

As for the calculated total energy: -41013.687 eV. The energy relative to the best compared isomer or geometry (same formula, charge and spin) comes out at 65.0 kcal/mol. The orbital gap comes out at 2.818 eV. Its highest occupied orbital energy is -5.04 eV.

ORCA input file:
```
! wB97M-V def2-TZVPD RIJCOSX def2/J DEFGRID3
* xyz 0 1
C 2.73 -0.52 2.72
N 1.75 0.30 3.35
C 1.40 -0.19 4.55
C -0.05 -0.78 4.57
F -0.59 -1.02 3.33
F -0.10 -1.93 5.29
F -0.86 0.14 5.16
O 2.00 -0.10 5.63
H 2.12 -1.10 1.98
H 3.46 0.08 2.16
H 3.29 -1.20 3.40
C 5.29 2.39 -2.76
N 4.10 1.95 -2.04
C 2.92 2.65 -1.90
C 1.97 1.84 -1.19
C 0.70 2.17 -0.65
C -0.52 1.43 -0.80
C -0.61 0.12 -1.37
C -1.76 -0.64 -1.31
C -2.93 -0.11 -0.70
N -3.99 -0.91 -0.42
C -4.04 -2.31 -0.79
C -2.67 -2.94 -0.94
C -1.78 -2.05 -1.80
C -5.25 -0.43 0.11
C -5.07 0.87 0.88
C -4.28 1.86 0.02
C -2.96 1.28 -0.40
C -1.78 2.01 -0.44
C 2.65 0.57 -0.98
C 2.30 -0.63 -0.36
C 3.25 -1.67 -0.28
C 4.59 -1.48 -0.68
C 4.96 -0.27 -1.29
C 3.97 0.69 -1.47
H 6.16 1.76 -2.50
H 5.12 2.30 -3.85
H 5.50 3.43 -2.50
H 2.84 3.65 -2.30
H 0.60 3.20 -0.31
H 0.26 -0.29 -1.89
H -4.63 -2.83 -0.02
H -4.61 -2.42 -1.73
H -2.21 -3.08 0.05
H -2.77 -3.92 -1.40
H -2.15 -2.08 -2.84
H -0.75 -2.43 -1.81
H -5.98 -0.29 -0.71
H -5.66 -1.22 0.75
H -6.06 1.27 1.14
H -4.54 0.67 1.82
H -4.91 2.10 -0.85
H -4.12 2.78 0.58
H -1.83 3.08 -0.22
H 1.31 -0.74 0.06
H 2.97 -2.66 0.10
H 5.33 -2.27 -0.51
H 5.99 -0.08 -1.63
*
```